(1)
Entry from OMol25: a 2-piece molecular cluster, C30H47N2O8S overall (wB97M-V/def2-TZVPD).

electronic energy: -2280.60004 Eh
net charge: +1
spin multiplicity: 1
ΔE to the lowest compared entry with this formula, charge and spin: 0.0 kJ/mol

Geometry (Å):
C  -0.956562  -3.626650  2.429366
C  -0.620306  -2.740790  1.703616
C  -0.191977  -1.695407  0.774070
C  0.083838  -0.395021  1.598896
C  -0.760765  -0.114873  2.829287
C  -1.897897  0.695948  2.772367
C  -2.659309  0.980675  3.890886
C  -2.300353  0.463867  5.123835
C  -1.156461  -0.312258  5.205584
C  -0.384895  -0.602148  4.086311
C  0.855140  -1.442085  4.316146
O  1.126137  -2.160148  0.308999
S  1.940378  -1.206732  -0.661939
O  2.584702  -2.052778  -1.620100
O  2.819938  -0.405749  0.144672
C  0.790334  -0.148619  -1.585215
C  1.290586  1.282651  -1.401532
C  0.886014  2.258104  -2.498195
C  1.647669  3.569042  -2.325947
O  0.845184  4.677544  -2.757974
C  -0.801311  -0.347116  -1.354415
N  -1.345644  0.875578  -0.807312
C  -1.332939  -0.445024  -2.807627
C  -2.822785  -0.709059  -3.078065
C  -2.933528  -1.342916  -4.485037
C  -3.688682  0.560959  -3.101002
C  -1.117017  -1.616795  -0.468501
C  -2.584969  -1.495699  0.061543
C  -3.475965  -2.737482  0.022049
C  -0.932092  -2.838578  -1.427657
C  -0.728517  -4.236057  -0.861414
O  -1.573158  -4.956395  -0.464755
O  0.606020  -4.710806  -0.896067
C  0.968241  -5.100203  -2.149955
C  2.438938  -5.133277  -2.421757
O  0.153418  -5.382315  -2.977856
H  -1.234401  -4.450272  3.040612
H  0.145045  0.500416  0.989888
H  1.090608  -0.532119  1.981990
H  -2.229450  1.136180  1.843314
H  -3.545839  1.592277  3.802801
H  -2.904119  0.665521  5.995543
H  -0.876069  -0.702655  6.174848
H  1.281216  -1.854035  3.412095
H  1.590682  -0.818196  4.828708
H  0.614289  -2.237674  5.016852
H  1.010919  -0.401970  -2.618359
H  1.086097  1.688217  -0.414411
H  2.378659  1.216643  -1.476304
H  1.114046  1.844672  -3.483543
H  -0.178713  2.474689  -2.509131
H  1.862723  3.700734  -1.264863
H  2.566988  3.588401  -2.905863
H  0.568341  5.185118  -1.995500
H  -1.642866  0.855793  0.145778
H  -1.952563  1.389364  -1.418706
H  -1.107068  0.530892  -3.247781
H  -0.746787  -1.140557  -3.402424
H  -3.295633  -1.430726  -2.417825
H  -2.263087  -2.199500  -4.549892
H  -2.731397  -0.615201  -5.267432
H  -3.942313  -1.736414  -4.598376
H  -3.130830  1.340277  -3.627151
H  -4.590960  0.392841  -3.682312
H  -3.924277  0.932548  -2.105025
H  -3.105429  -0.726537  -0.499120
H  -2.583032  -1.142946  1.091158
H  -3.142227  -3.490958  0.724866
H  -4.465079  -2.431442  0.368345
H  -3.612458  -3.160627  -0.968168
H  -0.065128  -2.646883  -2.056266
H  -1.801840  -2.927528  -2.068032
H  2.706164  -6.179727  -2.564806
H  3.031844  -4.663067  -1.652497
H  2.576027  -4.656898  -3.387959
C  3.440314  6.417733  1.460644
C  3.864934  4.999670  1.307750
O  3.720338  4.277964  0.385234
N  4.668018  4.391158  2.461361
C  3.767452  3.747470  3.487487
H  2.544515  6.577949  0.867919
H  3.230577  6.668796  2.501322
H  4.240370  7.065049  1.094946
H  5.262400  5.094759  2.903246
H  5.233715  3.663847  2.015490
H  3.100250  4.503485  3.891320
H  4.391915  3.339967  4.276887
H  3.211712  2.954117  2.996037

Force components x, y, z for each atom (eV/Å):
0.04 -0.11 0.07
0.01 -0.08 -0.31
0.45 0.21 0.17
-0.01 0.11 0.66
-0.37 0.19 0.06
0.05 0.00 -0.01
-0.17 0.03 0.07
0.20 -0.05 -0.22
-0.39 0.22 0.16
0.34 -0.42 -0.07
-0.29 0.49 0.33
-0.31 0.30 -0.44
1.14 -0.20 -0.40
-0.27 -0.31 -0.06
-0.35 0.19 0.34
-0.70 0.25 0.73
0.61 -0.03 -0.59
-0.01 -0.05 -0.21
-0.91 0.39 0.17
0.26 -0.01 -0.27
0.68 0.19 -0.35
0.49 0.12 0.13
-0.35 0.13 0.24
-0.41 0.06 -1.10
-0.14 -0.26 0.77
0.63 -0.01 0.04
-0.93 0.16 -0.17
-0.25 -0.30 -0.27
-0.26 0.35 0.55
0.70 -0.14 0.45
0.18 -0.37 -0.01
-0.41 -0.20 0.30
-0.03 0.65 -0.14
0.46 -0.02 -0.09
-0.22 -0.37 0.05
-0.58 0.13 -0.35
-0.07 -0.02 0.07
-0.15 -0.07 -0.28
0.12 -0.06 -0.22
0.05 -0.01 -0.14
-0.03 0.06 -0.07
0.01 -0.01 0.11
0.16 -0.12 0.00
0.10 -0.17 0.04
0.22 -0.03 -0.12
0.04 -0.24 -0.13
0.13 -0.37 0.04
-0.24 -0.03 0.05
0.08 0.06 0.15
0.02 -0.14 0.00
-0.05 0.09 0.19
0.32 -0.05 0.01
0.16 -0.07 0.08
-0.08 0.00 0.05
-0.29 -0.03 0.01
-0.23 -0.09 0.09
0.06 0.04 -0.07
0.08 -0.22 0.20
0.29 -0.02 0.31
0.13 0.03 -0.27
0.13 -0.04 -0.13
-0.10 0.12 -0.26
-0.05 0.12 -0.01
-0.24 -0.02 0.23
-0.24 0.01 0.03
0.10 0.14 -0.06
0.15 0.04 0.09
0.11 -0.25 -0.22
-0.07 0.06 -0.06
0.15 -0.15 -0.04
0.02 -0.01 -0.10
-0.06 0.10 -0.06
0.16 -0.04 0.14
0.10 0.06 0.10
0.13 0.18 0.02
-0.14 -0.13 0.47
0.05 0.03 -0.71
-0.10 -0.01 0.13
-0.24 -0.02 0.19
0.09 0.02 0.03
0.06 0.02 -0.11
0.06 0.05 -0.02
0.01 0.00 -0.02
0.12 -0.11 -0.01
0.18 0.08 0.11
-0.02 0.00 -0.02
-0.01 -0.02 0.01
-0.02 0.02 -0.03

---

(2)
Entry from OMol25: C30H48BF12MnN7O2Sb as an isolated structure (wB97M-V/def2-TZVPD).

electronic energy: -4320.16329 Eh
net charge: +1
spin multiplicity: 6
ΔE to the lowest compared entry with this formula, charge and spin: 61.6 kJ/mol

Geometry (Å):
Mn  0.277019  -0.709671  0.581659
C  1.411890  3.855181  3.294521
C  1.898579  2.829233  2.342307
C  3.200253  2.477333  2.013734
C  3.082061  1.440615  1.070461
N  1.753504  1.183310  0.914357
N  1.086774  1.969034  1.699525
B  -1.813675  1.678304  2.033858
N  -2.350112  0.362100  2.136935
N  -2.106736  -0.666557  1.267525
C  -2.984574  -1.617567  1.528600
C  -3.811160  -1.225994  2.611688
C  -3.382123  0.013787  2.984202
C  -3.935585  0.894117  4.042375
C  -3.121885  -2.907406  0.782770
C  -4.568693  -3.046637  0.282039
C  -2.785741  -4.052917  1.746280
C  -2.186193  -2.922326  -0.415811
N  -1.319413  2.217607  0.811244
N  -1.037789  1.517321  -0.325871
C  -1.032478  2.388591  -1.323560
C  -1.280077  3.698519  -0.821266
C  -1.442664  3.569244  0.520905
C  -1.795735  4.622119  1.504273
C  -0.977728  2.120471  -2.795748
C  -2.434236  2.162025  -3.298672
C  -0.159186  3.205864  -3.509441
C  -0.373692  0.762457  -3.123267
C  4.179949  0.667898  0.433294
C  3.656980  -0.084426  -0.781344
C  4.755632  -0.307446  1.477387
C  5.315098  1.624410  0.009522
H  2.092188  3.940357  4.139407
H  1.354271  4.832919  2.814391
H  0.424836  3.580004  3.657666
H  4.099251  2.917139  2.395322
H  -1.973017  2.408929  2.922820
H  -4.618076  -1.780626  3.042997
H  -4.606336  0.312866  4.670946
H  -3.154247  1.334789  4.658254
H  -4.507248  1.709479  3.599299
H  -5.281650  -3.088133  1.101732
H  -4.823613  -2.203823  -0.356044
H  -4.667844  -3.956429  -0.306030
H  -3.450269  -4.054986  2.606710
H  -2.864834  -5.009650  1.236971
H  -1.763349  -3.951133  2.099086
H  -2.509057  -2.191551  -1.150933
H  -1.165568  -2.676580  -0.108718
H  -2.176523  -3.901241  -0.884392
H  -1.352278  4.599839  -1.392517
H  -1.747471  5.592622  1.019298
H  -2.808996  4.484302  1.878161
H  -1.117810  4.620156  2.351186
H  -2.912096  3.105491  -3.045764
H  -2.450473  2.051868  -4.379277
H  -3.005130  1.346662  -2.861040
H  -0.633826  4.180341  -3.449902
H  0.838101  3.277042  -3.082040
H  -0.068010  2.950741  -4.561672
H  -0.996841  -0.027076  -2.699760
H  -0.324585  0.652513  -4.205131
H  0.630873  0.712673  -2.701183
H  2.788158  -0.682342  -0.496614
H  3.352679  0.605743  -1.563742
H  4.422899  -0.740443  -1.181434
H  3.969671  -0.960060  1.849580
H  5.541230  -0.905297  1.021412
H  5.180558  0.228857  2.322789
H  4.952969  2.355482  -0.708218
H  5.737487  2.149827  0.862039
H  6.103802  1.037586  -0.454695
C  3.366344  -3.419936  0.150668
C  1.996279  -3.538472  0.840224
O  1.268720  -2.400141  1.021762
C  2.282100  -4.116736  2.256641
F  2.784145  -3.134718  3.027017
F  3.147442  -5.122534  2.288845
F  1.173534  -4.537126  2.892258
C  1.167190  -4.558946  0.012591
F  -0.015977  -4.825029  0.572909
F  0.909767  -4.064969  -1.210582
F  1.775388  -5.730813  -0.151887
H  4.039990  -2.829005  0.761711
H  3.249955  -2.946907  -0.813805
H  3.788469  -4.413793  0.011136
F  0.384039  -1.054978  -1.150826
Sb  0.753567  -2.089192  -3.565221
F  -0.399109  -1.679959  -5.040003
F  1.196870  -3.804961  -4.148932
F  -0.853133  -2.749033  -2.804447
F  2.312012  -2.180906  -2.457508
F  1.848619  -0.670363  -4.334179
C  0.326672  -0.034626  4.921618
C  0.173132  -0.899634  3.704388
N  -0.070538  -2.190693  3.888385
O  0.223900  -0.393909  2.571777
H  0.640908  -0.607326  5.787985
H  -0.628071  0.441188  5.141404
H  1.050563  0.748903  4.713605
H  0.002013  -2.626293  4.793565
H  -0.136041  -2.796128  3.078493

Force components x, y, z for each atom (eV/Å):
0.58 -1.21 0.74
-0.06 -0.07 -0.09
3.13 0.55 0.48
-0.73 1.08 0.81
0.78 -0.13 0.08
-1.27 -0.92 -0.40
-1.31 -1.13 -0.61
-0.01 -0.07 -0.69
-0.31 -0.41 0.50
0.64 -0.35 -0.74
-0.20 0.28 0.22
0.31 0.41 -0.02
-0.10 -0.43 -0.03
-0.02 0.17 -0.03
0.15 -0.27 -0.22
0.19 0.12 0.10
-0.01 0.17 -0.08
-0.03 0.20 0.30
-0.62 0.94 -0.19
0.17 -0.74 -0.45
-0.11 0.47 0.62
0.14 -0.35 0.30
-0.01 -0.21 -0.36
-0.07 -0.03 0.10
-0.09 -0.20 -0.21
0.22 -0.04 0.03
-0.07 -0.18 0.15
-0.02 0.19 0.00
0.33 0.20 -0.31
-0.32 -0.02 0.29
-0.36 0.12 0.17
-0.34 -0.05 0.10
0.01 0.03 0.01
-0.07 0.04 0.00
-0.09 0.05 0.06
0.23 0.07 -0.01
-0.09 0.29 0.42
-0.19 -0.11 0.11
0.02 0.04 0.03
0.01 0.01 0.09
-0.04 0.07 0.05
-0.08 -0.03 0.08
-0.09 0.08 -0.08
0.02 -0.09 -0.01
-0.09 -0.04 0.10
-0.04 -0.10 -0.05
0.15 -0.08 0.08
0.04 0.10 -0.09
-0.10 -0.25 -0.17
0.05 -0.08 -0.04
-0.02 0.23 -0.07
0.03 0.04 -0.02
-0.05 0.04 0.07
0.03 0.07 0.14
-0.06 0.08 0.03
0.00 -0.04 -0.16
-0.12 -0.05 0.06
-0.05 0.13 0.04
0.15 0.04 0.00
0.03 -0.02 -0.11
-0.07 -0.08 0.01
0.01 -0.02 0.01
0.04 -0.04 -0.09
0.24 -0.09 -0.23
-0.07 0.06 -0.14
0.07 -0.11 -0.06
-0.01 -0.18 0.08
0.03 -0.05 -0.08
0.06 0.07 0.08
0.02 0.10 -0.11
0.08 0.05 0.07
0.07 -0.02 -0.06
-0.24 0.11 0.09
0.45 -0.83 -0.63
-1.11 1.88 0.40
-0.08 0.28 0.23
0.24 0.18 0.05
0.05 -0.12 -0.25
-0.36 -0.17 0.01
-0.17 0.02 -0.06
-0.32 0.07 0.21
0.09 -0.02 0.17
0.36 -0.15 0.04
0.04 0.01 0.06
-0.03 0.01 -0.06
0.04 0.07 0.02
-0.11 0.30 0.22
0.64 0.03 -1.51
0.72 -0.14 0.81
0.02 0.55 -0.19
1.13 0.71 0.18
-1.20 -0.02 -0.23
-1.03 -1.11 0.59
0.11 0.08 -0.23
-0.20 -0.89 0.50
0.02 0.20 -0.29
0.27 0.51 -0.79
0.01 -0.05 0.07
-0.10 0.00 -0.02
0.05 0.02 -0.01
-0.03 0.11 -0.03
0.11 0.07 0.05

---

(3)
Entry from OMol25: a 10-piece molecular cluster, C30H48Br10N4O overall (wB97M-V/def2-TZVPD).

electronic energy: -27206.26228 Eh
spin multiplicity: 1
ΔE to the lowest compared entry with this formula, charge and spin: 0.0 kJ/mol
SMILES string: c1cc[nH]c1.c1cc[nH]c1.c1cc[nH]c1.c1cc[nH]c1.C1CCOC1.BrCCBr.BrCCBr.BrCCBr.BrCCBr.BrCCBr

Geometry (Å):
C  -3.880638  -0.554654  -1.035860
C  -3.437168  0.177888  -2.180139
C  -4.118848  1.395671  -2.165120
N  -4.762256  1.492742  -0.937784
C  -4.560684  0.329179  -0.205367
H  -3.575204  -1.562222  -0.793195
H  -2.738385  -0.129220  -2.930238
H  -4.228001  2.214538  -2.851955
H  -5.347029  2.249913  -0.643252
H  -4.935145  0.159095  0.785601
C  3.105620  -0.802708  3.093064
C  3.420122  0.066378  2.000660
C  4.361060  0.945222  2.449555
N  4.588002  0.680159  3.758115
C  3.900869  -0.457731  4.136549
H  2.340446  -1.561806  3.129836
H  2.931265  0.082985  1.046847
H  4.869438  1.724259  1.910840
H  5.153169  1.246989  4.352460
H  3.898103  -0.865416  5.128972
C  3.042082  -5.322086  -2.110470
C  3.901492  -5.274221  -3.250666
C  4.658816  -4.155829  -3.198509
N  4.205937  -3.427818  -2.095365
C  3.214508  -4.105853  -1.449429
H  2.417131  -6.155787  -1.856939
H  4.089625  -6.075599  -3.952400
H  5.384404  -3.782808  -3.888616
H  4.562826  -2.526501  -1.836346
H  2.771838  -3.730766  -0.546054
C  -2.208070  0.991131  5.169474
C  -2.383447  0.848088  3.750840
C  -3.048950  1.966578  3.325273
N  -3.263644  2.788593  4.387797
C  -2.785433  2.170029  5.540556
H  -1.835935  0.239420  5.847363
H  -2.084809  0.023546  3.132289
H  -3.486688  2.183343  2.367782
H  -3.662494  3.700575  4.376055
H  -2.903382  2.641880  6.499163
C  0.360050  -1.062949  -1.652011
C  -0.385531  -0.982969  -0.294794
C  -0.205590  0.451221  0.169145
O  0.895434  0.978547  -0.552910
C  0.911542  0.354915  -1.866451
H  -0.240386  -1.292904  -2.535363
H  1.191136  -1.765717  -1.643064
H  0.075480  -1.697182  0.390958
H  -1.430890  -1.270447  -0.398003
H  0.088842  0.501331  1.230031
H  -1.120322  1.067852  0.159095
H  1.952065  0.379853  -2.178444
H  0.245706  0.947673  -2.516008
Br  3.650689  2.718414  -1.886139
C  2.690857  3.449645  -3.370494
C  3.619957  3.595714  -4.553247
Br  2.681224  4.185807  -6.131518
H  2.224877  4.402044  -3.142449
H  1.862950  2.807995  -3.670774
H  4.305922  2.780991  -4.749898
H  4.310606  4.409808  -4.306185
Br  -1.963711  4.167983  0.898969
C  -2.029074  3.859902  -1.026310
C  -0.646327  3.825450  -1.554435
Br  -0.849190  3.664410  -3.515311
H  -2.550659  4.697209  -1.473516
H  -2.572509  2.941371  -1.192221
H  -0.057591  2.968339  -1.265889
H  -0.121590  4.755297  -1.396271
Br  -3.129522  -2.858878  -3.587107
C  -1.591415  -3.530797  -4.516633
C  -1.340602  -4.965040  -4.230053
Br  0.358295  -5.434679  -5.061776
H  -0.681259  -2.950632  -4.376910
H  -1.782937  -3.393721  -5.579833
H  -2.110444  -5.632417  -4.582230
H  -1.131376  -5.133399  -3.181827
Br  2.402295  2.992752  4.957819
C  0.491728  3.209076  4.555071
C  0.184307  4.531047  3.851253
Br  0.882520  6.095949  4.744837
H  -0.081817  3.147763  5.470681
H  0.257327  2.350347  3.938401
H  -0.905693  4.590982  3.823341
H  0.553525  4.567697  2.836377
Br  -1.904016  -4.617911  -0.143621
C  -2.647419  -3.984657  1.563363
C  -1.577179  -4.248137  2.597250
Br  -2.355711  -3.995845  4.382525
H  -3.546949  -4.526325  1.808941
H  -2.826165  -2.933486  1.384319
H  -0.680286  -3.652186  2.520529
H  -1.301699  -5.294244  2.587431

Force components x, y, z for each atom (eV/Å):
0.93 1.07 0.78
-1.54 0.97 -0.04
0.25 -0.67 1.28
0.50 -0.99 0.07
-0.12 -0.41 -1.67
-0.04 0.08 0.11
-0.12 -0.21 -0.28
0.32 -0.03 -0.22
-0.05 0.14 -0.01
-0.28 0.20 0.07
-0.15 -0.14 -0.67
-0.47 -0.36 0.26
-0.41 0.18 -0.40
0.64 -0.93 0.41
-0.36 1.00 0.21
0.14 -0.15 -0.14
0.04 -0.01 -0.33
-0.01 0.21 0.17
0.33 -0.03 0.21
0.23 0.19 0.21
0.33 1.25 -0.27
0.26 -1.36 0.28
-0.93 1.05 0.97
0.51 -0.02 -0.85
0.19 -1.35 -0.44
-0.29 0.08 0.17
-0.29 0.06 -0.01
0.28 0.21 0.00
-0.07 0.02 0.10
-0.03 0.08 0.10
-0.38 -0.42 -0.27
-0.12 0.38 0.62
-0.13 -0.21 -0.38
0.35 -0.79 1.12
-0.01 0.55 -0.71
0.21 0.10 -0.05
0.01 -0.16 -0.05
0.26 0.13 -0.12
-0.31 0.27 -0.16
0.07 0.01 0.07
0.30 0.60 -0.46
-0.08 -0.65 -0.61
0.36 0.11 1.36
-0.13 -0.04 -0.64
-0.46 0.39 1.18
-0.33 -0.29 0.34
-0.09 -0.16 0.18
-0.01 0.15 0.09
0.04 0.11 0.02
0.03 -0.13 -0.21
0.09 -0.06 -0.78
-0.11 0.09 -0.32
0.34 -0.20 -0.13
0.05 0.06 0.30
-0.67 -0.43 -1.36
1.23 1.35 0.78
-0.08 -0.21 -0.07
0.27 0.15 0.37
0.14 -0.36 0.46
-0.60 -0.59 -0.23
-0.15 0.05 -0.21
-0.01 0.05 -0.07
-0.27 0.30 0.27
0.30 -0.14 -0.94
-0.02 0.03 0.08
-0.27 0.07 0.15
0.00 -0.14 0.06
0.15 -0.15 0.31
0.17 0.12 0.10
0.01 0.00 0.15
0.38 0.38 -1.40
0.68 -0.35 0.57
-0.05 -0.17 -0.25
-0.25 0.24 0.76
-0.30 -0.10 -0.01
-0.14 -0.13 -0.13
-0.27 -0.04 0.21
-0.46 0.01 0.02
0.49 0.64 -0.07
-0.19 -0.85 0.04
-0.21 0.01 0.08
0.24 -0.09 0.26
-0.20 0.06 -0.23
0.09 0.30 0.01
0.19 -0.06 -0.11
-0.26 -0.02 0.07
1.01 0.08 -0.20
-0.50 -0.44 0.43
0.15 0.21 -0.14
-0.22 -0.11 -0.25
-0.20 0.15 0.23
-0.02 0.32 -0.08
0.08 -0.11 -0.07

---

Values for max |F|, eV/A, ordered as above
1.23, 3.21, 1.99